{"formula": "C20H49MnN2O4P2", "method": "ωB97M-V with the def2-TZVPD basis set", "elements": ["Mn", "C", "N", "C", "C", "C", "N", "C", "C", "H", "H", "H", "H", "H", "H", "H", "H", "H", "H", "H", "H", "H", "H", "H", "H", "C", "C", "P", "C", "C", "C", "C", "H", "H", "H", "H", "H", "H", "H", "H", "H", "H", "H", "H", "H", "H", "H", "C", "C", "C", "C", "O", "P", "O", "O", "O", "C", "C", "C", "C", "H", "H", "H", "H", "H", "H", "H", "H", "H", "H", "H", "H", "H", "H", "H", "H", "H", "H"], "positions_angstrom": [[-0.85435, -1.16162, 0.68671], [0.10643, -1.32351, 3.43000], [-1.12133, -1.50190, 2.60503], [-2.14912, -0.50412, 3.02187], [-1.61504, -2.90734, 2.73739], [-2.69412, -3.14663, 1.71234], [-2.15149, -2.74331, 0.37173], [-3.22848, -2.12121, -0.45179], [-1.65124, -3.94977, -0.34578], [-0.13014, -1.56841, 4.46685], [0.44438, -0.29333, 3.36085], [0.88555, -1.98919, 3.06749], [-2.49052, -0.73701, 4.03215], [-3.01408, -0.52747, 2.35609], [-1.70676, 0.48810, 3.00300], [-1.96773, -3.07145, 3.75783], [-0.76096, -3.56559, 2.56777], [-3.58543, -2.55847, 1.92465], [-2.99850, -4.19332, 1.69370], [-4.07280, -2.80608, -0.55514], [-2.84356, -1.89714, -1.44722], [-3.59258, -1.20555, 0.02318], [-2.49128, -4.61380, -0.55689], [-0.93235, -4.47997, 0.27263], [-1.18888, -3.66174, -1.28670], [0.11071, 2.19997, -4.89147], [-0.31765, 1.24200, -3.76019], [-1.47349, 2.03473, -2.62327], [-3.06183, 2.32067, -3.43626], [-4.12224, 3.06511, -2.62575], [-0.72780, 3.48887, -1.85555], [-1.34361, 3.93888, -0.52878], [0.81089, 1.67335, -5.53813], [0.61800, 3.08066, -4.50048], [-0.73185, 2.51616, -5.50409], [0.54573, 0.93693, -3.16551], [-0.80264, 0.35256, -4.16779], [-3.41470, 1.34480, -3.77975], [-2.80224, 2.88366, -4.34334], [-4.33071, 2.57605, -1.67423], [-5.04874, 3.09379, -3.19580], [-3.82854, 4.09517, -2.43228], [-0.79090, 4.27904, -2.61478], [0.32806, 3.23187, -1.73726], [-2.40763, 4.14760, -0.61323], [-0.85433, 4.85533, -0.20375], [-1.19563, 3.18321, 0.24312], [2.16494, 3.04994, 1.67455], [3.03209, 1.82872, 1.88504], [3.40018, 1.61094, 3.33175], [4.22095, 1.77146, 0.95625], [2.14426, 0.58397, 1.57061], [1.27393, 0.35457, 0.33524], [1.57745, 0.96426, -0.95423], [-0.27261, 0.50938, 0.75781], [1.07212, -1.29739, 0.28267], [2.15056, -2.32025, -0.26853], [2.02984, -3.51494, 0.64142], [1.74803, -2.57037, -1.70028], [3.50021, -1.65259, -0.15409], [2.73217, 3.93416, 1.96596], [1.26942, 3.00977, 2.29633], [1.89090, 3.16682, 0.62455], [4.05431, 2.42247, 3.65131], [3.93976, 0.67385, 3.46322], [2.51824, 1.62016, 3.97236], [4.86749, 2.62142, 1.17790], [3.91959, 1.84282, -0.08822], [4.80326, 0.86475, 1.11516], [1.03256, -3.95313, 0.60835], [2.29369, -3.26011, 1.66745], [2.72899, -4.28115, 0.30424], [0.75165, -3.00623, -1.77251], [2.44636, -3.28268, -2.14157], [1.79362, -1.64926, -2.28072], [3.76145, -1.44148, 0.88109], [3.56336, -0.74528, -0.75445], [4.23670, -2.35520, -0.54787]], "homo_energy_ev": [-17.688, -19.078], "charge": 3, "multiplicity": 4, "de_lowest_ev": 1.163, "gap_ha": [0.2410, 0.3124], "s_squared": 4.03}

=====

{"formula": "C20H49N12O8P", "method": "ωB97M-V with the def2-TZVPD basis set", "elements": ["C", "C", "C", "O", "P", "C", "O", "C", "C", "C", "C", "C", "C", "C", "C", "C", "C", "H", "H", "H", "H", "H", "H", "H", "H", "H", "H", "H", "H", "H", "H", "H", "H", "H", "H", "H", "H", "H", "H", "H", "H", "H", "C", "O", "N", "N", "H", "H", "H", "H", "C", "O", "N", "N", "H", "H", "H", "H", "C", "O", "N", "N", "H", "H", "H", "H", "C", "O", "N", "N", "H", "H", "H", "H", "C", "O", "N", "N", "H", "H", "H", "H", "C", "O", "N", "N", "H", "H", "H", "H"], "positions_angstrom": [[0.89168, -2.17881, 2.84581], [1.11302, -0.57609, 2.79118], [1.37263, -0.24889, 1.24994], [1.57316, 1.17465, 1.15809], [0.24223, 1.98955, 0.42214], [-1.13528, 3.06186, -0.32609], [-2.19327, 2.33367, -0.98098], [-2.69427, 1.29176, -0.19950], [-2.41034, -0.09643, -0.66218], [-2.91927, -1.27966, 0.05121], [-2.65695, -2.74598, -0.46374], [-3.74079, -1.13745, 1.28881], [-4.01429, 0.23423, 1.73014], [-3.50749, 1.42766, 1.00890], [-3.91237, 2.83248, 1.56701], [-3.74381, 2.76542, 3.15999], [-5.45363, 3.14544, 1.26096], [0.47988, -2.45168, 3.84862], [1.89128, -2.62960, 2.61792], [0.18883, -2.39789, 1.99202], [1.98659, -0.24944, 3.41562], [0.17577, -0.01675, 3.05768], [2.29946, -0.78276, 0.87976], [0.45347, -0.55785, 0.67778], [1.03954, 3.19019, 0.50139], [0.32400, 1.13090, -0.71355], [-0.56341, 1.66631, 1.56363], [-1.47042, 3.79103, 0.46384], [-0.64488, 3.69096, -1.13393], [-1.79346, -0.26919, -1.57802], [-1.97879, -3.33157, 0.20734], [-3.63832, -3.31015, -0.48752], [-2.30151, -2.74604, -1.53634], [-4.11444, -2.05334, 1.80144], [-4.63692, 0.34139, 2.65547], [-3.34123, 3.69395, 1.14412], [-2.88955, 2.10708, 3.47397], [-3.58422, 3.81556, 3.53446], [-4.67272, 2.38612, 3.66071], [-5.58153, 4.25791, 1.42525], [-5.68496, 2.97412, 0.16627], [-6.14776, 2.56855, 1.94186], [5.28362, -1.69216, 2.42476], [4.26541, -1.78659, 3.09252], [6.17287, -2.71669, 2.29280], [5.61578, -0.55708, 1.75583], [7.01390, -2.65934, 1.74942], [5.96050, -3.57263, 2.77422], [4.98186, 0.22089, 1.82922], [6.44565, -0.45759, 1.20131], [-8.95195, 1.26187, 1.68010], [-8.03094, 1.72915, 2.32886], [-8.88749, 1.09936, 0.33067], [-10.12245, 0.86308, 2.24989], [-9.63198, 0.71770, -0.22204], [-8.03694, 1.38297, -0.12487], [-10.20613, 0.96826, 3.24586], [-10.89116, 0.47676, 1.73475], [1.18055, -5.96131, 0.31938], [0.28782, -6.57649, -0.24026], [1.93006, -5.01791, -0.31041], [1.50599, -6.16257, 1.62225], [2.66732, -4.50234, 0.13418], [1.72210, -4.83684, -1.27616], [0.97561, -6.85156, 2.12602], [2.23597, -5.66574, 2.09842], [4.32986, 4.82022, -0.40775], [5.27310, 5.03242, -1.15255], [3.80816, 3.57941, -0.21757], [3.71634, 5.81272, 0.29914], [3.03320, 3.38641, 0.38992], [4.23475, 2.81674, -0.72386], [4.07387, 6.74480, 0.18476], [2.94057, 5.66077, 0.91634], [4.24112, 1.24817, -3.63126], [4.29964, 0.90854, -2.45807], [4.65952, 0.44888, -4.64661], [3.75097, 2.45847, -4.01801], [4.61965, 0.70969, -5.61368], [5.02863, -0.45699, -4.39991], [3.43289, 3.07827, -3.29235], [3.69418, 2.75793, -4.97301], [3.99186, -3.00662, -5.78524], [4.92010, -2.57581, -5.11951], [4.06001, -3.13899, -7.13813], [2.81095, -3.39074, -5.23165], [3.30976, -3.49037, -7.70328], [4.91878, -2.86490, -7.58265], [2.72428, -3.30637, -4.23386], [2.03616, -3.74707, -5.75939]], "smiles": "CCCO[PH3]COc1cc(C)ccc1C(C)C.NC(N)=O.NC(N)=O.NC(N)=O.NC(N)=O.NC(N)=O.NC(N)=O", "homo_energy_ev": -8.153, "gap_ha": 0.3094}